(1)
Entry from the OMol25 dataset: a molecular structure, C21H16AuN3OS5 in a non-equilibrium geometry (the ωB97M-V functional and the def2-TZVPD basis).

CARTESIAN COORDINATES (ANGSTROEM)
Au  -0.331  0.156  -0.648
S  -4.626  4.199  3.901
C  -3.779  3.293  2.820
S  -3.184  1.715  3.171
C  -2.403  1.360  1.641
C  -2.538  2.370  0.663
S  -2.025  2.287  -0.912
S  -3.384  3.808  1.229
S  -1.575  -0.101  1.518
O  0.906  -2.183  -0.127
N  0.808  -2.445  1.111
C  1.663  -1.896  2.016
C  1.494  -2.094  3.368
C  0.447  -2.871  3.839
C  -0.404  -3.443  2.906
C  -0.213  -3.226  1.561
H  2.439  -1.286  1.582
H  2.186  -1.616  4.047
H  0.291  -3.012  4.899
H  -1.247  -4.046  3.215
H  -0.855  -3.605  0.781
N  6.004  4.015  2.062
C  5.074  3.461  1.679
C  3.906  2.754  1.192
C  2.633  3.157  1.562
C  1.549  2.439  1.071
N  1.684  1.390  0.270
C  2.905  1.006  -0.079
C  4.052  1.655  0.357
H  2.488  4.004  2.218
H  0.530  2.709  1.332
H  2.952  0.138  -0.730
H  5.035  1.314  0.060
C  0.231  0.011  -2.776
C  -0.896  -0.668  -3.432
C  -1.999  0.041  -3.932
C  -3.106  -0.609  -4.457
C  -3.144  -1.996  -4.541
C  -2.043  -2.716  -4.086
C  -0.945  -2.069  -3.547
H  0.393  1.034  -3.116
H  1.149  -0.579  -2.775
H  -1.993  1.124  -3.872
H  -3.960  -0.027  -4.785
H  -4.011  -2.504  -4.946
H  -2.050  -3.800  -4.139
H  -0.106  -2.647  -3.172

Values from the calculation:
- <S²>: 0.772
- Total charge: -1
- E_HOMO (spin up / spin down): -3.32 / -3.17 eV
- 2S+1: 2
- LUMO energy (spin up / spin down): 0.06606 / 0.04056 Eh
- HOMO-LUMO gap (spin up / spin down): 5.1 / 4.3 eV
- Energy relative to the best compared isomer or geometry (same formula, charge and spin): 83.2 kJ/mol

(2)
Entry from the OMol25 dataset: 15 unconnected molecules or ions with the total composition C87H195N21O15 in a non-equilibrium geometry (the ωB97M-V functional and the def2-TZVPD basis).

CARTESIAN COORDINATES (ANGSTROEM)
C  0.423  -11.904  23.795
O  0.281  -12.128  24.977
N  0.216  -12.753  22.845
N  0.909  -10.781  23.154
H  -0.099  -13.687  23.064
H  0.235  -12.436  21.886
H  1.007  -10.714  22.151
H  1.541  -10.218  23.704
C  1.226  -16.115  26.301
O  0.767  -17.186  26.623
N  0.605  -14.985  26.196
N  2.550  -15.981  26.225
H  -0.332  -15.033  26.572
H  0.981  -14.084  25.941
H  2.931  -15.112  25.879
H  3.087  -16.818  26.400
C  -4.387  -19.971  29.550
O  -5.120  -19.057  29.589
N  -4.274  -20.932  30.396
N  -3.647  -20.205  28.475
H  -3.584  -21.647  30.215
H  -4.877  -20.916  31.206
H  -2.898  -20.882  28.478
H  -3.792  -19.516  27.751
C  -3.469  -15.048  20.757
O  -4.558  -14.953  20.200
N  -2.746  -14.201  21.454
N  -2.960  -16.258  20.947
H  -3.070  -13.260  21.625
H  -1.937  -14.564  21.937
H  -3.555  -16.970  20.549
H  -2.058  -16.389  21.382
C  -4.720  -18.859  24.358
O  -3.942  -19.165  25.230
N  -5.832  -19.435  23.918
N  -4.520  -17.818  23.655
H  -5.935  -20.400  24.196
H  -6.299  -19.225  23.047
H  -3.641  -17.321  23.638
H  -5.266  -17.427  23.098
C  -0.772  -20.594  25.999
O  0.422  -20.807  26.139
N  -1.627  -21.643  25.885
N  -1.311  -19.401  25.809
H  -1.133  -22.523  25.849
H  -2.583  -21.528  25.580
H  -0.746  -18.581  25.980
H  -2.305  -19.229  25.759
C  -9.049  -15.282  28.441
C  -8.770  -16.728  27.877
C  -8.592  -17.703  29.076
C  -8.799  -19.143  28.686
C  -10.068  -19.435  28.048
C  -10.300  -18.512  26.786
N  -9.894  -17.126  27.056
O  -10.076  -16.253  25.984
C  -9.425  -19.090  25.585
C  -11.778  -18.498  26.452
C  -7.445  -16.696  27.086
H  -8.230  -15.086  29.134
H  -9.979  -15.214  29.005
H  -9.055  -14.576  27.611
H  -7.575  -17.535  29.432
H  -9.254  -17.450  29.905
H  -8.644  -19.728  29.592
H  -7.940  -19.427  28.077
H  -10.847  -19.302  28.799
H  -10.145  -20.491  27.788
H  -9.016  -20.073  25.820
H  -10.145  -19.112  24.767
H  -8.589  -18.436  25.338
H  -11.919  -17.941  25.526
H  -12.220  -19.477  26.266
H  -12.365  -17.898  27.147
H  -7.088  -17.692  26.826
H  -6.644  -16.204  27.639
H  -7.479  -16.102  26.173
H  -9.385  -16.580  25.402
C  1.556  -16.684  35.367
C  1.967  -17.176  33.999
C  0.797  -16.784  33.037
C  0.674  -15.426  32.561
C  2.049  -15.124  32.001
C  3.378  -15.311  32.844
N  3.246  -16.601  33.558
O  4.294  -16.757  34.539
C  4.421  -15.541  31.779
C  3.682  -14.110  33.735
C  2.025  -18.678  33.891
H  1.535  -15.594  35.392
H  2.236  -17.099  36.111
H  0.560  -17.068  35.588
H  0.760  -17.540  32.252
H  -0.147  -16.802  33.581
H  0.471  -14.741  33.384
H  -0.185  -15.342  31.896
H  2.048  -14.043  31.861
H  2.285  -15.800  31.178
H  4.318  -16.369  31.078
H  4.632  -14.660  31.174
H  5.363  -15.696  32.306
H  3.164  -13.935  34.678
H  4.678  -14.205  34.166
H  3.630  -13.261  33.053
H  2.901  -18.909  34.498
H  2.107  -19.145  32.910
H  1.168  -19.142  34.378
H  4.051  -16.252  35.319
C  -7.202  -15.727  33.524
C  -5.938  -15.449  32.697
C  -4.955  -14.446  33.388
C  -4.051  -15.104  34.378
C  -3.376  -16.357  33.891
C  -4.296  -17.424  33.490
N  -5.233  -16.799  32.509
O  -6.131  -17.783  31.979
C  -3.415  -18.569  32.857
C  -4.894  -18.040  34.782
C  -6.307  -14.919  31.361
H  -7.986  -16.008  32.821
H  -7.624  -14.810  33.934
H  -7.133  -16.500  34.289
H  -4.267  -13.872  32.768
H  -5.570  -13.725  33.928
H  -4.647  -15.177  35.288
H  -3.173  -14.468  34.492
H  -2.907  -16.750  34.793
H  -2.526  -16.045  33.285
H  -2.596  -18.903  33.493
H  -3.963  -19.508  32.774
H  -2.933  -18.458  31.885
H  -5.639  -18.764  34.450
H  -4.190  -18.649  35.349
H  -5.252  -17.287  35.484
H  -5.596  -15.194  30.583
H  -6.314  -13.838  31.498
H  -7.254  -15.309  30.986
H  -5.795  -17.961  31.097
C  -8.551  -8.792  23.653
C  -8.696  -9.573  24.892
C  -10.230  -9.982  24.845
C  -10.465  -11.019  25.968
C  -9.629  -12.273  25.667
C  -8.108  -12.007  25.612
N  -7.831  -10.773  24.855
O  -6.478  -10.385  24.969
C  -7.630  -11.975  27.105
C  -7.469  -13.194  24.853
C  -8.430  -8.594  26.063
H  -8.614  -9.507  22.832
H  -7.488  -8.558  23.706
H  -9.296  -7.997  23.620
H  -10.838  -9.137  25.170
H  -10.614  -10.308  23.878
H  -11.503  -11.333  25.861
H  -10.307  -10.625  26.972
H  -9.995  -12.736  24.751
H  -9.853  -12.878  26.547
H  -6.553  -11.809  27.149
H  -8.100  -11.252  27.772
H  -7.654  -12.992  27.495
H  -6.451  -13.050  24.492
H  -7.276  -14.055  25.492
H  -7.971  -13.549  23.953
H  -7.369  -8.357  25.991
H  -8.668  -9.022  27.037
H  -8.888  -7.612  25.946
H  -6.067  -10.729  24.172
C  -2.716  -13.603  29.822
C  -1.668  -14.202  28.889
C  -1.549  -15.741  29.069
C  -2.746  -16.460  28.490
C  -2.898  -16.003  26.952
C  -2.911  -14.591  26.665
N  -1.794  -13.921  27.372
O  -1.748  -12.519  27.036
C  -2.811  -14.390  25.142
C  -4.351  -14.100  27.182
C  -0.286  -13.581  29.363
H  -2.664  -13.957  30.852
H  -3.778  -13.740  29.616
H  -2.515  -12.536  29.918
H  -0.645  -16.142  28.612
H  -1.457  -15.831  30.152
H  -3.620  -16.221  29.096
H  -2.502  -17.521  28.537
H  -3.822  -16.431  26.562
H  -2.072  -16.481  26.426
H  -1.752  -14.470  24.899
H  -3.479  -15.124  24.691
H  -3.164  -13.406  24.835
H  -5.021  -14.483  26.413
H  -4.777  -14.490  28.106
H  -4.439  -13.014  27.220
H  -0.195  -12.501  29.254
H  0.576  -14.064  28.902
H  -0.296  -13.673  30.449
H  -0.927  -12.454  26.543
C  -2.106  -5.725  22.940
C  -1.871  -5.799  24.417
C  -3.239  -5.785  25.080
C  -3.233  -6.044  26.622
C  -2.519  -7.425  26.733
C  -1.148  -7.671  26.105
N  -1.145  -7.120  24.721
O  0.015  -7.358  24.009
C  -0.132  -7.041  27.088
C  -0.903  -9.200  26.135
C  -1.089  -4.543  24.792
H  -2.803  -6.500  22.621
H  -1.218  -5.728  22.308
H  -2.649  -4.814  22.690
H  -3.891  -4.920  24.955
H  -3.786  -6.651  24.707
H  -4.229  -6.117  27.060
H  -2.724  -5.289  27.221
H  -3.203  -8.209  26.407
H  -2.371  -7.512  27.810
H  -0.191  -5.956  27.178
H  -0.299  -7.503  28.062
H  0.842  -7.356  26.714
H  -0.667  -9.552  27.139
H  -1.681  -9.829  25.702
H  0.037  -9.414  25.626
H  -1.603  -3.602  24.592
H  -0.084  -4.485  24.373
H  -0.956  -4.597  25.872
H  -0.444  -7.637  23.214
C  5.557  -8.338  27.610
C  4.795  -9.290  28.665
C  3.680  -8.430  29.322
C  2.363  -9.081  29.778
C  1.882  -10.144  28.863
C  2.945  -11.204  28.385
N  4.121  -10.364  27.820
O  5.053  -11.164  27.267
C  3.248  -12.100  29.591
C  2.370  -11.941  27.148
C  5.799  -9.891  29.660
H  6.431  -8.778  27.130
H  4.862  -8.139  26.795
H  5.863  -7.395  28.064
H  4.045  -8.038  30.272
H  3.509  -7.505  28.771
H  2.550  -9.575  30.732
H  1.619  -8.298  29.927
H  1.631  -9.599  27.953
H  0.961  -10.480  29.339
H  3.660  -11.621  30.480
H  4.041  -12.769  29.259
H  2.357  -12.695  29.795
H  1.417  -12.451  27.286
H  3.016  -12.607  26.577
H  2.052  -11.190  26.424
H  5.361  -10.078  30.641
H  6.395  -10.667  29.180
H  6.463  -9.080  29.961
H  4.942  -10.877  26.358
C  0.939  -11.590  34.656
C  -0.195  -10.759  33.983
C  -1.505  -11.608  33.824
C  -2.315  -11.715  35.124
C  -2.630  -10.367  35.759
C  -1.349  -9.480  35.977
N  -0.505  -9.509  34.713
O  0.625  -8.665  34.867
C  -1.914  -8.022  36.098
C  -0.675  -10.075  37.263
C  0.130  -10.460  32.477
H  1.902  -11.093  34.538
H  1.091  -12.512  34.095
H  0.887  -11.844  35.715
H  -2.186  -11.225  33.064
H  -1.212  -12.623  33.553
H  -1.769  -12.359  35.814
H  -3.249  -12.202  34.846
H  -3.066  -10.598  36.731
H  -3.327  -9.755  35.187
H  -1.136  -7.269  36.226
H  -2.496  -7.753  35.216
H  -2.587  -7.998  36.956
H  -0.553  -11.157  37.234
H  0.332  -9.663  37.338
H  -1.226  -9.847  38.175
H  -0.742  -9.988  32.023
H  0.361  -11.372  31.927
H  0.979  -9.779  32.418
H  0.451  -7.864  34.366
C  -5.755  -8.265  33.731
C  -5.308  -7.561  32.410
C  -3.769  -7.277  32.460
C  -2.925  -8.477  32.312
C  -3.364  -9.131  30.947
C  -4.853  -9.496  30.691
N  -5.706  -8.380  31.259
O  -7.079  -8.436  31.027
C  -4.974  -9.642  29.154
C  -5.284  -10.882  31.218
C  -5.936  -6.133  32.383
H  -5.508  -9.323  33.644
H  -6.838  -8.255  33.854
H  -5.324  -7.834  34.634
H  -3.510  -6.501  31.740
H  -3.550  -6.794  33.412
H  -3.256  -9.150  33.103
H  -1.856  -8.284  32.394
H  -2.643  -9.918  30.726
H  -3.024  -8.429  30.186
H  -4.202  -10.129  28.558
H  -5.912  -10.094  28.832
H  -4.909  -8.647  28.712
H  -4.585  -11.631  30.846
H  -5.365  -10.937  32.304
H  -6.295  -11.003  30.830
H  -5.532  -5.557  31.550
H  -5.726  -5.620  33.321
H  -7.015  -6.262  32.304
H  -7.196  -7.922  30.225

Values from the calculation:
- Total charge: 0
- E_HOMO: -7.84 eV
- LUMO energy: -0.01468 Eh
- HOMO-LUMO gap: 7.4 eV
- Energy relative to the best compared isomer or geometry (same formula, charge and spin): 548.6 kJ/mol

(3)
Entry from the OMol25 dataset: a molecular structure, C33H42AsN3O2RuSSi2 (the ωB97M-V functional and the def2-TZVPD basis).

CARTESIAN COORDINATES (ANGSTROEM)
Ru  -0.230  0.505  -0.320
C  -0.195  -0.327  3.152
Si  0.942  -0.104  1.661
C  1.892  -1.736  1.604
C  2.223  1.185  2.157
C  3.035  1.089  3.292
C  3.974  2.063  3.582
C  4.116  3.162  2.738
C  3.313  3.277  1.619
C  2.363  2.293  1.320
Si  1.162  2.414  -0.100
C  0.119  3.955  0.232
C  2.079  2.745  -1.706
H  0.394  -0.561  4.042
H  -0.894  -1.151  2.984
H  -0.774  0.571  3.374
H  2.341  -1.962  2.573
H  2.693  -1.690  0.863
H  1.209  -2.550  1.365
H  2.936  0.240  3.961
H  4.597  1.974  4.463
H  4.850  3.926  2.962
H  3.428  4.144  0.977
H  0.797  4.812  0.192
H  -0.309  3.934  1.233
H  -0.676  4.147  -0.490
H  2.631  3.681  -1.580
H  1.410  2.867  -2.560
H  2.791  1.957  -1.940
C  -5.541  0.634  -0.864
O  -4.912  -0.301  0.001
C  -4.387  -1.419  -0.539
C  -4.368  -1.706  -1.902
C  -3.853  -2.911  -2.359
C  -3.342  -3.842  -1.467
C  -3.341  -3.553  -0.111
C  -3.853  -2.353  0.353
N  -3.972  -2.189  1.759
C  -4.014  -1.132  2.558
C  -3.625  0.194  2.382
C  -4.161  1.135  3.319
C  -3.865  2.457  3.252
C  -2.971  2.900  2.241
C  -2.400  2.029  1.366
C  -2.665  0.630  1.412
O  -2.004  -0.184  0.688
H  -5.967  1.395  -0.216
H  -6.331  0.159  -1.447
H  -4.808  1.095  -1.533
H  -4.781  -0.998  -2.605
H  -3.871  -3.130  -3.419
H  -2.972  -4.795  -1.819
H  -2.953  -4.272  0.601
H  -4.204  -3.058  2.219
H  -4.450  -1.373  3.522
H  -4.838  0.766  4.080
H  -4.286  3.162  3.953
H  -2.722  3.953  2.182
H  -1.699  2.382  0.616
C  3.741  -2.640  -1.755
As  1.889  -2.382  -2.174
C  1.711  -2.665  -4.061
C  0.916  -3.811  -1.350
S  1.341  -0.375  -1.798
H  4.077  -3.594  -2.160
H  3.856  -2.629  -0.673
H  4.312  -1.824  -2.191
H  2.109  -3.650  -4.303
H  2.273  -1.894  -4.585
H  0.662  -2.601  -4.345
H  1.264  -4.750  -1.777
H  -0.145  -3.678  -1.550
H  1.101  -3.796  -0.282
N  -1.960  -2.113  -5.590
C  -2.032  -1.120  -5.017
C  -2.070  0.106  -4.271
C  -2.437  1.320  -4.843
C  -2.410  2.451  -4.040
C  -1.974  2.333  -2.729
N  -1.609  1.171  -2.177
C  -1.706  0.086  -2.931
H  -2.731  1.378  -5.882
H  -2.696  3.416  -4.430
H  -1.894  3.208  -2.096
H  -1.452  -0.862  -2.472

Values from the calculation:
- <S²>: 0.763
- Total charge: +1
- E_HOMO (spin up / spin down): -10.32 / -10.03 eV
- 2S+1: 2
- LUMO energy (spin up / spin down): -0.11365 / -0.11644 Eh
- HOMO-LUMO gap (spin up / spin down): 7.2 / 6.9 eV
- Energy relative to the best compared isomer or geometry (same formula, charge and spin): 105.6 kJ/mol

Question: Among the records above, which one has the lowest total charge?
Answer: C21H16AuN3OS5

Question: What is the formula in the third record?
Answer: C33H42AsN3O2RuSSi2

Question: Which of these has the lowest energy relative to the best compared isomer or geometry (same formula, charge and spin)?
Answer: C21H16AuN3OS5